[1]
{"formula": "C4H6N2", "method": "ωB97M-V/def2-TZVPD", "elements": ["C", "C", "C", "C", "H", "H", "H", "H", "H", "H", "N", "N"], "positions_angstrom": [[0.7167, -1.0955, -0.6175], [-0.4913, -0.7026, 0.3100], [-0.8244, 0.7421, 0.3080], [-0.1695, 1.7943, -0.3917], [0.4833, -1.0531, -1.7042], [1.1714, -2.1571, -0.5071], [1.4729, -0.4230, -0.4434], [-1.3252, -1.3621, 0.4816], [0.5383, 0.6783, 1.5948], [-1.7982, 0.8334, 0.2948], [-0.3396, 0.1754, 1.4960], [0.5654, 2.5699, -0.8213]], "homo_ev": -10.02, "total_energy_ha": -265.4400, "lumo_energy_ev": 0.984, "smiles": "C[C@H]1N[C@H]1C#N", "max_force_ha_per_bohr": 0.1010, "multiplicity": 1}



[2]
{"formula": "C5H7NO", "method": "ωB97M-V/def2-TZVPD", "elements": ["C", "C", "C", "O", "C", "C", "N", "H", "H", "H", "H", "H", "H", "H"], "positions_angstrom": [[0.3218, 0.8916, 1.3170], [-0.3267, 0.2726, 0.0709], [-1.7717, -0.0975, 0.2651], [-2.4983, -0.4606, -0.6313], [-0.0462, 0.5848, -1.3909], [0.5161, -0.4808, -0.8991], [1.3064, -1.5991, -0.9378], [-0.2801, 1.6927, 1.7603], [1.3248, 1.2811, 1.1126], [0.4314, 0.1236, 2.1010], [-2.1841, 0.1237, 1.2746], [-0.5249, 1.0240, -2.2558], [1.7876, -1.7808, -0.0616], [1.9438, -1.5753, -1.7249]], "homo_ev": -8.53, "total_energy_ha": -324.6171, "lumo_energy_ev": 0.745, "smiles": "C[C@@]1(C=O)C=C1N", "max_force_ha_per_bohr": 0.0162, "multiplicity": 1}



[3]
{"formula": "C3H12N2S", "method": "ωB97M-V/def2-TZVPD", "elements": ["C", "S", "C", "H", "H", "H", "H", "H", "H", "N", "C", "N", "H", "H", "H", "H", "H", "H"], "positions_angstrom": [[-1.0856, -1.7514, -2.7957], [-0.5566, -0.4752, -1.6503], [-1.9227, 0.6704, -1.9866], [-1.1491, -2.7553, -2.4090], [-0.4555, -1.7140, -3.7616], [-2.0531, -1.3988, -3.0726], [-2.8887, -0.0924, -2.0622], [-2.3127, 1.4426, -1.2612], [-1.5934, 1.3824, -2.8244], [1.1848, 1.5434, 2.2840], [1.2037, 0.1111, 2.1815], [2.5114, -0.4810, 2.6129], [1.5300, 2.1044, 3.0845], [0.2082, 1.9263, 2.1004], [0.2743, -0.2215, 2.5094], [1.2205, -0.3241, 1.1766], [3.2260, 0.2413, 2.2464], [2.6583, -0.2083, 3.6280]], "homo_ev": -8.52, "total_energy_ha": -629.1009, "lumo_energy_ev": 0.936, "smiles": "CSC.NCN", "max_force_ha_per_bohr": 0.0678, "multiplicity": 1}